Record 1
Entry from the OMol25 dataset: a cluster of 10 separate species, C44H42N10O12 in total (the ωB97M-V functional and the def2-TZVPD basis).

Relative energy (zero: lowest compared OMol25 entry of this formula, charge and spin) = 465.7 kJ/mol
Highest occupied orbital energy = -9.7 eV
Kohn-Sham gap = 8.55 eV
Charge = 0
Total energy = -85758.8553 eV

```
108
Properties=species:S:1:pos:R:3:lowdin_charge:R:1
O -2.24797 1.81865 2.12397 0.0667
O -2.84325 4.06147 -6.81745 0.0495
O -4.00565 2.82627 -5.52384 0.0572
O 1.15647 -0.37777 8.37762 0.0716
O -2.48345 2.25987 4.15020 0.1111
O -1.98646 -2.34775 -0.70834 0.0706
O -0.12235 -3.40743 -0.86342 0.0484
O -4.02932 1.80668 -1.92380 0.0485
O 2.30026 -2.21439 8.17067 0.0688
O 2.99364 -4.27322 0.42212 0.0391
O 3.49811 -6.04980 -0.48214 0.1063
O -2.35577 3.02163 -1.62926 0.0553
N 5.01346 -1.67238 -2.41490 0.1204
N -3.53065 2.95458 -1.93069 -0.3065
N -0.75624 -2.38339 -0.61458 -0.3122
N -2.34969 2.60058 3.04132 -0.3917
N 1.02501 2.65710 3.34877 0.1737
N 0.75865 -8.28184 -0.90790 0.1214
N -2.90110 3.25338 -5.86595 -0.3095
N 3.72912 -5.24046 0.33338 -0.3697
N -5.99113 -5.26144 -2.96309 0.1112
N 1.58151 -1.32352 7.71978 -0.3376
C -4.73672 6.46118 -2.26073 -0.0719
C 1.85769 1.94435 3.07710 -0.2671
C -1.64015 1.84502 -4.32965 0.0205
C 0.21202 1.29766 -0.24415 -0.0609
C 0.12390 -0.71575 5.79907 0.0048
C 0.53639 -1.19689 3.41388 -0.0570
C -0.55675 0.10546 -0.32577 -0.0040
C -0.45293 1.55538 -3.62277 -0.0468
C -1.62012 2.93306 -5.25427 -0.1444
C 7.21426 -5.55059 2.60047 -0.0524
C 5.51175 -6.54157 1.37288 -0.0306
C -5.75994 6.32256 -3.14373 -0.0761
C 0.08848 -1.16727 -0.42480 -0.1075
C -2.38340 4.02098 2.72437 -0.1433
C 0.70701 2.26328 -3.93335 -0.0644
C 4.93151 -5.31215 1.17383 -0.1290
C 1.52517 -1.21007 -0.55189 -0.0115
C -0.20438 -0.52333 4.41325 -0.0407
C -0.53580 3.76473 -5.39561 -0.0027
C -6.08908 5.06361 -3.61854 -0.0568
C 2.27357 -0.02093 -0.53232 -0.0584
C -5.22192 -4.93098 -2.14157 -0.2870
C -3.99652 5.36884 -1.77068 0.0277
C 1.34207 -1.26736 6.23736 -0.1098
C -3.11756 4.90630 3.54517 0.0377
C 1.75704 -1.81707 3.82690 -0.0803
C -1.43777 5.74948 1.33908 -0.0899
C 6.62860 -4.26116 2.46254 -0.0495
C -4.30130 -4.60731 -1.05974 -0.0766
C -2.87105 6.26616 3.19343 -0.0520
C 6.60326 -6.69834 2.13010 -0.0753
C -4.37003 4.11815 -2.27611 -0.1361
C 4.03967 -2.26324 -2.77195 -0.2589
C 0.24773 -6.18363 -2.43359 -0.0728
C 2.87609 -2.92334 -3.39074 -0.0563
C -1.50559 4.43956 1.74311 -0.0301
C -5.39323 3.96306 -3.18886 -0.0274
C 0.53834 -7.38081 -1.60279 -0.2560
C 1.62861 1.22394 -0.19585 -0.0583
C 2.11448 -1.88548 5.19643 -0.0064
C 0.64572 3.32652 -4.80658 -0.0791
C -2.11314 6.71486 2.05836 -0.0596
C 5.49568 -4.11587 1.67333 0.0072
C 2.96505 1.01454 2.77433 -0.0536
H -3.66303 4.70924 4.45622 0.1178
H 1.70192 2.17524 -3.52249 0.1045
H -6.33029 7.14132 -3.55693 0.1124
H 2.64684 -2.41233 -4.32583 0.0930
H -5.70168 3.00587 -3.58263 0.1196
H 2.14047 -2.99076 -2.58922 0.0454
H 7.05990 -3.39577 2.94368 0.1039
H 2.97853 -2.46016 5.49569 0.1049
H 0.17493 -6.54473 -3.45946 0.0750
H -4.48154 7.46958 -1.97020 0.1065
H -3.14797 5.45112 -1.10765 0.1017
H 0.95703 -5.35617 -2.41660 0.0520
H 2.09652 -2.12220 -0.64118 0.0709
H 2.45831 -2.25536 3.13226 0.0951
H -0.52319 0.90615 -2.76256 0.0820
H 7.08461 -7.65581 2.26411 0.1179
H -3.45774 7.08246 3.58822 0.0939
H -0.44637 4.59808 -6.07673 0.1218
H -3.35438 -5.00168 -1.42842 0.0738
H -0.97702 0.21731 4.26878 0.0787
H 1.49257 3.93886 -5.07915 0.1078
H -1.63053 0.13586 -0.21401 0.1137
H 4.92700 -7.38700 1.04166 0.1302
H 3.01826 -3.99061 -3.56051 0.0824
H 8.17089 -5.62613 3.09600 0.1045
H 3.66906 0.96960 3.60527 0.0938
H -6.81351 4.89164 -4.40086 0.1169
H 3.56429 1.50533 2.00742 0.0745
H 3.34013 -0.12506 -0.66649 0.0885
H -4.38306 -3.52728 -0.93748 0.0721
H -0.59058 -0.31695 6.50397 0.1118
H 2.50193 0.11351 2.37217 0.0456
H -0.76613 -5.78485 -2.39954 0.0659
H 5.12347 -3.16225 1.32913 0.1133
H -0.34920 2.16854 0.06079 0.0724
H -2.58505 1.42564 -4.01714 0.1033
H -0.81420 3.74462 1.28986 0.0906
H 0.16458 -1.06447 2.40858 0.0886
H 2.23270 2.09983 -0.01072 0.1002
H -0.78227 6.07478 0.54479 0.1114
H -2.05587 7.77912 1.88383 0.1027
H -4.66021 -4.94651 -0.08804 0.0889
```

---

Record 2
Entry from the OMol25 dataset: a structure of composition C44H43ClF5N5O2Ta (the ωB97M-V functional and the def2-TZVPD basis).

Highest occupied orbital energy = -10.5 eV
Kohn-Sham gap = 5.94 eV
Charge = +1
Total energy = -85526.6680 eV

```
101
Properties=species:S:1:pos:R:3:lowdin_charge:R:1
Ta 0.46487 -0.42120 -0.71369 2.0506
Cl 7.58683 -1.47597 -2.79353 0.6956
F 3.21694 1.54774 -5.09694 0.1430
F 3.00780 0.57820 -2.58936 0.0670
F -1.31349 0.58957 -5.85531 0.1442
F 1.04525 1.60854 -6.70426 0.1576
F -1.51926 -0.40078 -3.34248 0.0624
O -0.45210 -0.37422 3.98342 0.0724
O -0.11834 -1.25191 1.52052 -0.1526
N -0.26244 1.06166 0.46561 -0.1084
N 1.77763 2.38805 -1.02207 0.0780
N -1.67325 -2.64266 0.65401 0.0650
N -0.90904 -2.52723 -0.45806 -0.0641
N 0.70049 -2.56361 -2.64698 0.0753
C 5.14571 -2.53725 -2.34150 -0.0868
C -3.71584 2.74699 -1.51417 -0.1025
C -1.71627 3.01236 -0.06014 -0.0695
C -0.89142 -3.54806 -1.22167 -0.0489
C 3.54289 -1.62668 -0.76621 -0.3057
C -2.18429 0.82538 -1.01314 -0.1423
C 2.25458 -1.73966 -0.02998 -0.1762
C 5.68796 -0.54787 -1.10925 -0.0886
C -0.03669 -3.63139 -2.38175 -0.2709
C 0.00251 2.34778 2.58122 0.0027
C 0.46391 1.49116 1.58364 -0.3070
C 0.70025 0.18592 -2.83397 -0.1905
C 2.00585 2.01886 3.86434 0.0120
C -1.20127 -1.92937 1.64037 -0.4409
C 1.55451 -2.62509 -3.66556 -0.1232
C 0.93889 1.13097 -5.47418 -0.1263
C -1.94636 -1.95205 2.91535 -0.0954
C -4.55134 0.86641 -0.11414 -0.0996
C 1.76507 1.00222 1.72075 -0.0653
C 1.72305 -3.75808 -4.44645 -0.0205
C -4.00478 1.55244 1.14331 -0.2643
C 0.19750 3.51575 4.78078 -0.0263
C 4.45567 -0.60999 -0.48443 -0.0594
C 0.95704 -4.87581 -4.15797 -0.0233
C 2.04565 1.11167 -4.64452 -0.1451
C 3.90773 -2.57526 -1.71770 -0.0582
C -2.58495 1.03640 1.37719 -0.0589
C -3.64382 1.23292 -1.29173 -0.2543
C -4.00705 3.07089 0.95790 -0.1014
C 0.05391 -4.80858 -3.11053 0.0107
C -1.52889 -1.18210 4.01420 -0.2565
C -3.83098 -2.75441 4.20205 -0.0802
C 0.75985 2.61573 3.71391 -0.2416
C 6.03361 -1.52059 -2.03507 -0.6676
C -3.39565 -2.00000 5.29147 -0.0644
C -1.64919 1.50029 0.23890 -0.4235
C -3.10247 -2.73599 3.03422 -0.0259
C 3.90137 0.60329 3.00623 -0.0262
C 2.53194 1.21618 2.85800 -0.2327
C -3.16836 3.44707 -0.26548 -0.2742
C -0.35949 0.15634 -3.73855 -0.2591
C -0.27000 0.62171 -5.03413 -0.1387
C -2.25781 -1.22793 5.20171 -0.0036
C 1.90877 0.63846 -3.35410 -0.2941
H -1.47459 -4.41860 -0.93726 0.1435
H 2.58840 2.19868 4.76027 0.1247
H 1.28221 2.96218 -1.69640 0.0508
H 1.63314 2.80031 -0.10600 0.0367
H -1.58044 1.13352 -1.86678 0.0893
H 1.06542 -5.78589 -4.73263 0.1218
H -5.03265 3.42193 0.81916 0.1265
H 2.31663 -1.46985 1.01926 0.0485
H 2.22719 0.46429 0.89180 0.0490
H 1.77008 -2.70863 -0.15413 0.0614
H -2.61431 -0.05226 1.34967 0.1051
H -1.15528 3.18718 -0.98611 0.1204
H -1.24440 3.61636 0.71369 0.1134
H -3.13076 3.03428 -2.39351 0.1237
H -3.61072 3.56165 1.85268 0.1253
H -0.09378 4.48233 4.36778 0.0874
H 2.44439 -3.76114 -5.25148 0.1203
H 4.33302 0.87049 3.96886 0.0831
H -3.19742 4.52968 -0.40613 0.1453
H -4.75092 3.04547 -1.69406 0.1277
H -0.02503 -0.47388 3.11091 0.0678
H 0.92313 3.68412 5.57431 0.0807
H -1.89730 -0.65543 6.04661 0.1215
H -0.56340 -5.65701 -2.84603 0.1245
H -4.61728 1.29061 2.00844 0.1485
H -3.40415 -3.32333 2.17835 0.1081
H -4.57946 -0.21736 0.03239 0.1260
H -0.68930 3.06132 5.22697 0.0898
H -2.22639 1.31569 2.36529 0.1173
H 4.58051 0.95333 2.22774 0.0759
H -3.97587 0.70814 -2.19044 0.1458
H 2.13753 -1.73475 -3.85932 0.1105
H 5.43271 -3.30588 -3.04732 0.1111
H 3.22458 -3.38054 -1.95316 0.1030
H 4.19969 0.15290 0.23981 0.0847
H -0.96048 2.83054 2.52094 0.1068
H -5.57135 1.19965 -0.31938 0.1273
H -4.72565 -3.35702 4.27774 0.1044
H -2.14466 -0.27819 -0.90384 0.1054
H -3.95020 -2.02909 6.22071 0.1104
H 3.85536 -0.48614 2.95048 0.0895
H 6.39015 0.24044 -0.87245 0.1128
H 2.76844 2.47272 -1.22753 0.0526
```

---

Number 1: strongest force on any atom 4.9 eV Å⁻¹. Number 2: strongest force on any atom 3.1 eV Å⁻¹.